1.
ORCA calculation (ωB97M-V/def2-TZVPD) on 8 unconnected molecules or ions with the total composition C7H29NO7.

Atoms and positions in Å:
1 C 2.68854 0.88978 1.11290
2 C 1.88186 0.70737 2.43517
3 C 0.41101 0.47219 2.18233
4 C -0.43796 1.27834 2.80869
5 C 1.91501 1.29980 -0.14140
6 N 1.29818 0.12493 -0.72790
7 C 0.36013 0.42352 -1.80032
8 C -0.73971 -0.65587 -1.86915
9 H 3.32728 0.05214 0.79736
10 H 3.56122 1.52111 1.33660
11 H 2.28691 -0.03936 3.11718
12 H 2.03301 1.62712 2.98069
13 H 0.06979 -0.44904 1.73332
14 H -1.50308 1.25645 2.64220
15 H -0.07203 2.11851 3.37904
16 H 2.63979 1.71524 -0.84629
17 H 1.21450 2.10288 0.11938
18 H 0.93404 -0.50613 -0.03636
19 H 0.01265 1.46196 -1.83002
20 H 0.91008 0.38820 -2.73841
21 H -0.90681 -1.21599 -0.95386
22 H -1.57333 -0.15752 -2.34949
23 H -0.29836 -1.42163 -2.51313
24 H -2.79846 2.55212 -1.81156
25 H -1.39700 3.19510 -1.76823
26 O -2.19387 3.12041 -2.30123
27 H -3.75675 2.61612 1.02215
28 H -3.26612 1.34917 0.54228
29 O -2.90462 2.16276 0.94288
30 H 3.03658 -0.61912 -3.38840
31 H 2.71309 -0.88787 -1.98351
32 O 3.39052 -0.42539 -2.50972
33 H -2.40344 -2.99137 0.30712
34 H -3.01297 -1.91437 1.23261
35 O -2.75452 -2.08110 0.31989
36 H 2.32300 -3.02186 1.75111
37 H 2.10768 -1.52357 1.65646
38 O 1.70212 -2.36600 1.41602
39 H 0.43472 -3.69911 -0.03612
40 H -0.21578 -3.61355 -1.34680
41 O -0.36788 -4.01669 -0.48055
42 H -4.11371 -0.78881 -0.90755
43 H -2.79220 -0.11935 -0.77960
44 O -3.74313 0.07847 -0.71576

## Properties
relative energy (zero: lowest compared OMol25 entry of this formula, charge and spin)	204.1	kJ/mol
HOMO level	-0.324	Eh
HOMO-LUMO gap	0.333	Eh
LUMO energy	0.249	eV
net charge	0
SMILES string	C=CCCCNCC.O.O.O.O.O.O.O

Computed natural (NBO) charges, given in elementary charges: -0.430 -0.464 -0.216 -0.363 -0.225 -0.663 -0.208 -0.661 0.205 0.223 0.206 0.219 0.203 0.218 0.182 0.211 0.174 0.372 0.175 0.177 0.230 0.229 0.200 0.480 0.470 -0.948 0.465 0.487 -0.963 0.456 0.482 -0.945 0.500 0.481 -0.978 0.479 0.487 -0.962 0.486 0.467 -0.951 0.497 0.491 -0.976



2.
ORCA calculation (ωB97M-V/def2-TZVPD) on a molecular structure, C7H29O10.

Atoms and positions in Å:
1 C -0.61815 0.87570 -2.13640
2 O -1.03736 -0.35313 -1.50268
3 C 0.87037 0.88493 -2.57347
4 C 1.52243 2.12684 -1.93096
5 C 2.00019 1.75959 -0.54119
6 C 1.53417 2.36528 0.55456
7 C 3.19080 -0.11596 0.55438
8 C 2.97798 0.67726 -0.48843
9 H -1.21784 0.99425 -3.03965
10 H -0.80343 1.69096 -1.44460
11 H 1.35276 -0.05800 -2.32893
12 H 0.89973 0.94569 -3.66377
13 H 0.79768 2.94046 -1.87721
14 H 2.32042 2.57157 -2.53282
15 H 0.69268 3.04408 0.49764
16 H 1.99840 2.21876 1.51789
17 H 4.03038 -0.78553 0.68098
18 H 2.65536 0.06151 1.48197
19 H 3.54206 0.46051 -1.39239
20 H -0.23280 -0.71442 -1.11294
21 H 2.76760 -1.77994 -1.79257
22 O 1.83482 -1.59158 -1.93074
23 H -2.29822 1.76218 0.94732
24 H -2.38065 0.81140 -0.25078
25 O -2.51738 1.73051 0.01147
26 H -1.17195 -0.35567 1.31236
27 H -2.11222 -0.41738 2.45580
28 O -1.48485 0.20415 2.03570
29 H -2.89129 -2.00104 1.84343
30 H -3.95020 -0.99976 1.47518
31 O -3.62764 -1.47031 2.26074
32 H 0.92301 -3.39498 0.37856
33 H 1.35877 -1.80299 -1.08995
34 O 0.63063 -2.47738 0.33915
35 H -3.11703 -0.20027 -2.04706
36 H -3.76249 1.13989 -2.21397
37 O -3.94955 0.20520 -2.34750
38 H 0.76135 0.07091 3.63102
39 H -0.23038 1.06460 3.17430
40 O 0.56409 1.00897 3.73742
41 H -0.56665 -2.50468 0.54317
42 H -2.06993 -3.23954 0.49649
43 O -1.75316 -2.36336 0.70322
44 H 0.49330 -2.12426 3.03921
45 H 1.03782 -1.49015 1.79098
46 O 1.03638 -1.37489 2.77506

## Properties
relative energy (zero: lowest compared OMol25 entry of this formula, charge and spin)	32.0	kJ/mol
HOMO level	-0.219	Eh
HOMO-LUMO gap	0.328	Eh
LUMO energy	2.948	eV
net charge	-1

Computed natural (NBO) charges, given in elementary charges: -0.086 -0.763 -0.480 -0.423 -0.054 -0.367 -0.379 -0.217 0.166 0.190 0.281 0.187 0.201 0.201 0.196 0.215 0.187 0.209 0.188 0.489 0.468 -0.980 0.498 0.483 -0.989 0.491 0.502 -1.003 0.503 0.470 -1.002 0.459 0.514 -1.136 0.488 0.470 -0.958 0.490 0.488 -1.016 0.496 0.451 -1.129 0.470 0.519 -0.992



3.
ORCA calculation (ωB97M-V/def2-TZVPD) on a gas-phase ion, C7H2Br2FO2S2 (charge -1).

Atoms and positions in Å:
1 C 0.95638 -2.22993 0.68229
2 C 0.61651 -1.00217 0.22827
3 C -0.82546 -0.91953 0.08224
4 C -1.48400 -2.06934 0.36632
5 C -0.34672 3.01946 -0.88667
6 C 1.54157 0.06003 -0.13629
7 C -0.29255 1.64127 -0.05963
8 O -1.31483 2.96884 -1.64323
9 O 0.59691 3.77210 -0.78368
10 F 2.15113 0.02184 -1.32057
11 S -0.35214 -3.34442 0.73457
12 S -1.62043 0.54635 -0.53124
13 Br -3.33036 -2.51745 0.32866
14 Br -0.11990 1.88952 1.81679
15 H 1.94099 -2.81901 0.68364
16 H 1.88291 0.98244 0.43851

## Properties
relative energy (zero: lowest compared OMol25 entry of this formula, charge and spin)	142.6	kJ/mol
HOMO level (alpha / beta)	-0.160 / -0.170	Eh
HOMO-LUMO gap (alpha / beta)	0.250 / 0.259	Eh
LUMO energy (alpha / beta)	2.446 / 2.446	eV
net charge	-1

Computed natural (NBO) charges, given in elementary charges: -0.358 -0.207 -0.229 -0.330 0.718 0.247 -0.397 -0.725 -0.713 -0.335 0.413 0.373 0.083 -0.003 0.239 0.226



4.
ORCA calculation (ωB97M-V/def2-TZVPD) on a molecular structure, C7H2Cl4NO4.

Atoms and positions in Å:
1 Cl -0.54804 2.12666 -2.41376
2 C -0.70490 1.88852 -0.72308
3 C -1.89641 1.70435 -0.13251
4 Cl -3.36437 1.64151 -1.00682
5 C -1.99988 1.42377 1.33424
6 O -3.05310 0.98496 1.84565
7 C -0.73268 1.53716 2.12275
8 Cl -0.87850 1.28332 3.80724
9 C 0.45008 1.72444 1.51572
10 Cl 1.92779 1.77053 2.38446
11 C 0.55338 2.09778 0.06613
12 O 1.33918 3.10566 -0.26516
13 C 1.76961 1.65461 -0.58819
14 N 1.28588 -0.16641 -0.47295
15 O 1.64400 -0.77685 0.50549
16 O 0.65820 -0.63100 -1.41858
17 H 1.82650 1.47924 -1.69068
18 H 2.67979 1.35687 -0.01100

## Properties
relative energy (zero: lowest compared OMol25 entry of this formula, charge and spin)	106.7	kJ/mol
HOMO level	-0.137	Eh
HOMO-LUMO gap	0.229	Eh
LUMO energy	2.503	eV
net charge	-1

Computed natural (NBO) charges, given in elementary charges: 0.061 0.069 -0.193 0.036 0.491 -0.543 -0.192 0.036 0.067 0.060 0.019 -0.578 -0.112 0.355 -0.505 -0.526 0.227 0.226



5.
ORCA calculation (ωB97M-V/def2-TZVPD) on a molecular structure, C7H31F3Hf2NO21S3.

Atoms and positions in Å:
1 Hf -0.02214 3.21793 -3.10763
2 Hf 0.29158 1.29046 2.29234
3 S -1.27095 3.32120 -0.26675
4 O -1.48112 2.57166 -1.47997
5 O -0.26568 4.09531 -0.93582
6 O -2.43787 4.16043 0.09081
7 O -0.78389 2.55621 0.87114
8 S 1.66496 1.23062 -0.53668
9 O 0.98368 1.88944 -1.57073
10 O 2.95091 0.68681 -0.90372
11 O 1.72265 2.07723 0.60929
12 O 0.81762 0.31536 0.21109
13 C 2.10338 -2.74222 4.50336
14 F 1.23336 -2.37758 5.42784
15 F 3.21767 -2.04056 4.71416
16 F 2.36108 -4.07607 4.58695
17 S 1.31547 -2.22288 2.80840
18 O 0.94572 -0.78581 2.92882
19 O 2.28092 -2.42231 1.72183
20 O 0.10788 -3.04064 2.65463
21 C -2.23438 -5.00158 -0.08904
22 O -2.02840 -3.93745 -1.01287
23 C -1.13205 -2.96595 -0.58028
24 C -1.04659 -1.74507 -1.55396
25 N -1.97294 -0.61519 -1.33545
26 C -3.37232 -0.95224 -1.73907
27 C -4.36922 0.24603 -1.64836
28 O -5.58205 0.13747 -2.32017
29 C -6.56055 -0.66187 -1.60881
30 H -2.87114 -5.75749 -0.54865
31 H -2.78336 -4.63621 0.77884
32 H -1.26131 -5.38792 0.21429
33 H -0.14126 -3.42028 -0.57634
34 H -1.33740 -2.57965 0.41807
35 H -1.19399 -2.07301 -2.58295
36 H -0.02989 -1.35968 -1.47725
37 H -1.76807 0.02693 -2.08766
38 H -3.79485 -1.76282 -1.14530
39 H -3.33361 -1.42956 -2.71823
40 H -3.94521 1.12600 -2.13207
41 H -4.48477 0.75412 -0.69098
42 H -7.56576 -0.51463 -2.00373
43 H -6.53376 -0.35450 -0.56339
44 H -6.41116 -1.73510 -1.72707
45 O 2.10932 2.40298 -3.90726
46 H 2.90792 2.39018 -3.37972
47 H 2.35976 1.98655 -4.73194
48 O -1.57980 0.09302 1.23576
49 H -1.49815 -0.23203 0.33916
50 H -2.51273 0.28069 1.33898
51 O 2.33304 -2.04827 -1.03255
52 H 2.62441 -1.13863 -0.97020
53 H 2.17609 -2.31268 -0.12608
54 O 4.63328 0.37273 1.18117
55 H 4.12408 0.66515 0.42524
56 H 5.52160 0.68386 1.00703
57 O 4.44610 2.18936 -2.35565
58 H 5.37962 2.01909 -2.23006
59 H 4.01077 1.61920 -1.72190
60 O 1.16809 3.44926 2.95852
61 H 2.02775 3.77343 3.22710
62 H 0.60410 4.22248 2.97515
63 O 2.75262 1.15350 2.77764
64 H 3.19698 1.48428 3.55827
65 H 3.43260 0.68269 2.29579
66 O 3.10895 4.62281 0.14815
67 H 3.96041 4.70925 0.57684
68 H 2.73199 3.82617 0.52164

## Properties
HOMO level	-0.599	Eh
HOMO-LUMO gap	0.077	Eh
LUMO energy	-14.190	eV
net charge	+3

Computed Löwdin charges, given in elementary charges: 2.350 2.248 0.329 -0.412 -0.352 -0.187 -0.397 0.312 -0.366 -0.247 -0.397 -0.337 -0.593 0.159 0.151 0.169 0.627 -0.466 -0.276 -0.276 -0.026 -0.116 -0.182 -0.148 -0.069 -0.126 -0.236 -0.130 -0.036 0.109 0.105 0.111 0.144 0.115 0.134 0.086 0.086 0.127 0.136 0.108 0.122 0.103 0.095 0.098 -0.063 0.032 0.119 -0.081 -0.002 0.097 -0.036 -0.026 -0.015 0.006 0.000 0.089 -0.023 0.083 -0.029 -0.038 0.110 0.110 -0.079 0.101 0.016 -0.038 0.049 -0.032



6.
ORCA calculation (ωB97M-V/def2-TZVPD) on 8 unconnected molecules or ions with the total composition C7H31NO7.

Atoms and positions in Å:
1 C 0.80032 0.03490 0.19604
2 N 0.02287 -0.50851 1.27698
3 C 0.44453 -1.83962 1.68005
4 C -0.43654 -2.18108 2.93336
5 C 0.20895 -2.95357 0.62650
6 C 0.01473 0.34819 -1.12719
7 C -2.03105 0.98995 -2.35371
8 C -1.35735 1.02872 -0.98352
9 H 1.30249 0.98700 0.42832
10 H 1.66663 -0.56398 -0.05832
11 H -0.01097 0.08157 2.09183
12 H 1.49190 -1.87804 1.98070
13 H -1.47040 -2.23929 2.61804
14 H -0.37265 -1.25446 3.50043
15 H -0.22311 -3.04392 3.55904
16 H -0.86299 -3.12860 0.64160
17 H 0.64674 -3.90027 0.89423
18 H 0.44282 -2.58378 -0.36590
19 H 0.66040 1.05168 -1.68556
20 H -0.02086 -0.61289 -1.65589
21 H -1.22162 1.29453 -3.04993
22 H -2.70551 1.84575 -2.37711
23 H -2.40781 0.03012 -2.70018
24 H -1.96608 0.61020 -0.18710
25 H -1.13286 2.10154 -0.80979
26 H 1.96648 0.61522 -2.83552
27 H 3.20253 -0.04716 -3.63960
28 O 2.73539 0.74876 -3.39818
29 H -3.74863 -1.11975 -1.39587
30 H -2.96990 -1.99475 -2.28058
31 O -3.88700 -1.80609 -2.06439
32 H -1.54168 1.02784 3.89567
33 H -2.20238 2.47050 4.32384
34 O -2.11114 1.52008 4.45668
35 H 1.74105 2.71864 3.45000
36 H 0.79075 3.59114 2.57723
37 O 1.09317 3.42126 3.48106
38 H 0.55013 3.42544 0.12594
39 H -0.90626 3.70996 -0.07159
40 O -0.22373 3.79050 0.57845
41 H 4.81520 -0.86172 0.15128
42 H 4.00627 -0.13106 -0.95340
43 O 4.01853 -0.32856 0.00849
44 H 0.34309 -2.20864 -3.48645
45 H 0.10979 -0.76267 -4.02681
46 O 0.73575 -1.49508 -3.96918

## Properties
relative energy (zero: lowest compared OMol25 entry of this formula, charge and spin)	246.9	kJ/mol
HOMO level	-0.338	Eh
HOMO-LUMO gap	0.342	Eh
LUMO energy	0.110	eV
net charge	0
SMILES string	CCCCNC(C)C.O.O.O.O.O.O.O

Computed natural (NBO) charges, given in elementary charges: -0.230 -0.649 -0.029 -0.604 -0.618 -0.394 -0.613 -0.397 0.175 0.214 0.365 0.165 0.208 0.186 0.219 0.203 0.219 0.197 0.170 0.188 0.191 0.217 0.207 0.221 0.170 0.478 0.484 -0.964 0.466 0.457 -0.917 0.476 0.490 -0.965 0.466 0.485 -0.952 0.470 0.473 -0.937 0.475 0.479 -0.951 0.471 0.478 -0.944



Listing max |F| for the structures above in their given order: 0.03952 0.03231 0.08922 0.09099 0.16869 0.04743 Eh/bohr.